Formula: C5H13N
Source: the Open Molecules 2025 dataset
Level of theory: ωB97M-V with the def2-TZVPD basis set

HOMO-LUMO gap ... 8.13 eV

```
19
Properties=species:S:1:pos:R:3:nbo_charge:R:1
C -1.008 -0.842 -3.110 -0.42
N 0.029 -0.943 -2.085 -0.85
C -0.415 0.664 0.608 -0.52
C -0.099 0.053 1.787 0.09
C 0.334 1.922 1.290 -0.63
C 1.168 -0.746 1.930 -0.67
H -0.968 -1.711 -3.770 0.19
H -2.042 -0.755 -2.748 0.16
H -0.741 0.007 -3.746 0.19
H 0.027 -1.874 -1.675 0.34
H -1.428 0.987 0.354 0.19
H -0.180 -0.338 -1.284 0.38
H -0.784 0.012 2.658 0.18
H 0.330 2.287 2.328 0.19
H 1.407 1.977 1.027 0.22
H -0.021 2.758 0.681 0.27
H 1.665 -0.639 2.897 0.21
H 0.852 -1.764 1.712 0.25
H 1.873 -0.387 1.176 0.24
```

---

Formula: C5H13N
Source: the Open Molecules 2025 dataset
Level of theory: ωB97M-V with the def2-TZVPD basis set

SMILES string ... C=CC.CCN
HOMO-LUMO gap ... 10.22 eV

```
19
Properties=species:S:1:pos:R:3:nbo_charge:R:1
C 0.937 -0.005 2.460 -0.42
C 1.718 0.303 1.423 -0.16
C 2.241 1.672 1.114 -0.66
H 0.872 -0.941 2.991 0.20
H 0.214 0.765 2.732 0.18
H 2.097 -0.493 0.786 0.20
H 2.961 1.665 0.297 0.22
H 1.467 2.372 0.770 0.22
H 2.758 2.118 1.959 0.22
C -1.914 0.145 -2.070 -0.61
C -1.553 -0.706 -0.865 -0.22
N -0.672 -1.804 -1.312 -0.83
H -2.432 -0.493 -2.784 0.20
H -2.574 0.968 -1.804 0.21
H -1.019 0.563 -2.520 0.21
H -0.954 -0.169 -0.130 0.20
H -2.473 -1.124 -0.448 0.16
H -0.560 -2.479 -0.563 0.35
H -1.116 -2.357 -2.037 0.34
```

---

Formula: C5H13N
Source: the Open Molecules 2025 dataset
Level of theory: ωB97M-V with the def2-TZVPD basis set

SMILES string ... CC(C)N(C)C
HOMO-LUMO gap ... 8.61 eV

```
19
Properties=species:S:1:pos:R:3:nbo_charge:R:1
C -1.470 0.801 1.105 -0.63
C -0.690 0.589 -0.183 -0.01
C -1.149 -0.783 -0.925 -0.63
N 0.717 0.274 0.050 -0.47
C 1.612 0.405 -1.072 -0.40
C 1.167 -0.674 1.039 -0.41
H -0.915 1.433 1.794 0.22
H -1.695 -0.137 1.619 0.20
H -2.422 1.273 0.873 0.22
H -0.709 1.489 -0.807 0.20
H -2.215 -0.669 -1.094 0.20
H -1.040 -1.686 -0.323 0.21
H -0.667 -0.886 -1.894 0.21
H 2.591 0.719 -0.702 0.19
H 1.246 1.155 -1.766 0.20
H 1.731 -0.550 -1.628 0.16
H 0.461 -0.757 1.863 0.20
H 2.126 -0.323 1.440 0.19
H 1.322 -1.672 0.610 0.16
```

---

Formula: C5H13N
Source: the Open Molecules 2025 dataset
Level of theory: ωB97M-V with the def2-TZVPD basis set

HOMO-LUMO gap ... 4.61 eV

```
19
Properties=species:S:1:pos:R:3:nbo_charge:R:1
C 1.856 -0.286 -0.218 -0.45
C 1.473 1.145 0.375 -0.62
C 1.546 -0.721 1.086 -0.10
N -0.988 -0.006 -0.314 -0.62
C -1.687 0.281 -1.533 -0.44
C -1.918 -0.508 0.648 -0.44
H 2.897 -0.224 -0.538 0.22
H 1.188 -0.540 -1.023 0.27
H 2.075 1.518 1.207 0.21
H 1.594 1.863 -0.461 0.26
H 0.407 1.292 0.626 0.30
H 2.248 -0.514 1.880 0.19
H 0.883 -1.558 1.279 0.22
H -2.481 1.033 -1.397 0.16
H -2.189 -0.624 -1.946 0.16
H -0.993 0.640 -2.289 0.18
H -2.262 -1.543 0.448 0.16
H -1.446 -0.518 1.637 0.17
H -2.882 0.046 0.618 0.16
```

---

Formula: C5H13N
Source: the Open Molecules 2025 dataset
Level of theory: ωB97M-V with the def2-TZVPD basis set

Total charge ... +1
2S+1 ... 2
HOMO-LUMO gap (spin up / spin down) ... 7.44 / 3.82 eV

```
19
Properties=species:S:1:pos:R:3:nbo_charge:R:1
C -3.279 1.237 -0.216 -0.61
C -2.285 1.793 0.798 -0.39
C -1.822 3.263 0.512 -0.62
H -4.158 1.921 -0.344 0.21
H -3.690 0.283 0.165 0.21
H -2.904 0.907 -1.181 0.20
H -1.445 1.104 0.835 0.18
H -2.792 1.687 1.758 0.20
H -2.628 3.722 -0.068 0.21
H -1.663 3.822 1.452 0.22
H -1.014 3.195 -0.233 0.20
C 3.223 -3.873 -0.749 -0.49
C 3.670 -1.647 0.043 0.01
N 2.946 -2.650 -0.003 0.08
H 2.576 -4.010 -1.609 0.27
H 3.052 -4.716 -0.082 0.29
H 4.168 -3.786 -1.294 0.27
H 3.590 -0.895 0.865 0.29
H 4.453 -1.357 -0.650 0.29
```

---

Formula: C5H13N2
Source: the Open Molecules 2025 dataset
Level of theory: ωB97M-V with the def2-TZVPD basis set

2S+1 ... 2
HOMO-LUMO gap (spin up / spin down) ... 3.06 / 6.96 eV

```
20
Properties=species:S:1:pos:R:3:nbo_charge:R:1
C 1.339 0.134 1.439 -0.25
C -0.250 0.322 1.396 -0.44
C -0.847 -0.333 0.185 -0.12
C -1.807 -1.302 0.267 -0.73
C -0.488 1.268 -1.890 -0.42
N -0.434 -0.046 -1.177 -0.68
N 1.755 -0.569 0.162 -0.72
H 1.805 1.195 1.429 0.18
H 1.725 -0.531 2.188 0.20
H -0.583 1.311 1.360 0.20
H -0.608 -0.125 2.337 0.23
H -2.301 -2.009 -0.454 0.19
H -2.400 -1.370 1.195 0.18
H -1.284 1.908 -1.590 0.19
H 0.370 1.884 -1.722 0.17
H -0.542 1.145 -2.998 0.20
H -0.914 -0.635 -1.800 0.38
H 1.820 -1.582 0.289 0.40
H 2.660 -0.313 -0.053 0.38
H 0.986 -0.352 -0.563 0.46
```

---

Formula: C5H13N2
Source: the Open Molecules 2025 dataset
Level of theory: ωB97M-V with the def2-TZVPD basis set

Total charge ... +1
SMILES string ... CCCC(=[NH2+])CN
HOMO-LUMO gap ... 6.88 eV

```
20
Properties=species:S:1:pos:R:3:nbo_charge:R:1
C 2.314 0.553 -0.917 -0.62
C 1.805 0.637 0.531 -0.34
C 0.666 -0.410 0.807 -0.56
C -0.557 -0.376 -0.002 0.73
N -0.493 -1.409 -1.055 -0.83
C -1.853 -0.187 0.651 -0.39
N -2.685 0.876 0.125 -0.81
H 2.967 1.400 -1.127 0.24
H 1.575 0.558 -1.714 0.20
H 2.824 -0.403 -1.020 0.22
H 2.599 0.439 1.243 0.24
H 1.398 1.647 0.582 0.22
H 0.412 -0.330 1.869 0.27
H 1.218 -1.340 0.645 0.30
H -1.227 -2.006 -0.664 0.40
H -0.828 -1.081 -1.961 0.42
H -1.706 -0.042 1.726 0.22
H -2.538 -1.044 0.637 0.28
H -2.337 1.813 -0.012 0.40
H -3.554 0.706 -0.345 0.41
```

---

Formula: C5H13N2
Source: the Open Molecules 2025 dataset
Level of theory: ωB97M-V with the def2-TZVPD basis set

Total charge ... +1
SMILES string ... CN/C=C/CC[NH3+]
HOMO-LUMO gap ... 7.92 eV

```
20
Properties=species:S:1:pos:R:3:nbo_charge:R:1
C 0.248 -0.552 -3.256 -0.44
N 1.024 -0.441 -2.027 -0.56
C 0.189 -0.154 -0.974 0.08
C 0.758 -0.218 0.292 -0.42
C 0.789 0.865 1.360 -0.47
C -0.689 0.978 1.672 -0.21
N -1.156 -0.341 2.475 -0.72
H 0.854 -1.044 -4.104 0.23
H -0.136 0.456 -3.543 0.21
H -0.640 -1.240 -3.185 0.19
H 1.621 -1.185 -1.881 0.39
H -0.794 0.261 -1.196 0.19
H 1.478 -0.965 0.389 0.20
H 1.468 0.602 2.243 0.25
H 1.171 1.784 0.828 0.26
H -1.366 1.012 0.723 0.23
H -0.887 1.993 2.270 0.24
H -0.663 -1.073 2.005 0.45
H -1.040 -0.226 3.498 0.45
H -2.227 -0.511 2.410 0.45
```

---

It is found that the ΔE to the lowest compared entry with this formula, charge and spin values, taken in the order of the records, are 4.8975; 1.7778; 1.1761; 7.0348; 2.8631; 4.0606; 4.7463; 4.0033 eV.